17
Properties=species:S:1:pos:R:3 method="wB97M-V/def2-TZVPD" gap_ev=9.79 e_homo_ev=-8.81 fmax_ev_per_a=0.4 smiles="CO[C@H]1C/C1=C/O.[H][H]" de_lowest_kcal_mol=102.0 total_energy_ha=-346.8629
C 2.5997 0.3506 -0.0065
O 1.3075 0.5057 -0.5418
C 0.3574 -0.3404 0.0248
C -0.2296 -0.0539 1.4108
C -0.9748 0.2270 0.1778
C -1.8878 0.9174 -0.4823
O -1.8776 1.0927 -1.8278
H 2.9845 -0.6691 -0.1536
H 2.6140 0.5830 1.0675
H 3.2426 1.0567 -0.5371
H 0.4791 -1.3984 -0.2342
H -0.4927 -0.9165 2.0237
H 0.1643 0.7960 1.9656
H -2.2705 -2.5270 -0.3792
H -2.2449 -1.7833 -0.3346
H -2.7444 1.3957 -0.0173
H -1.0267 0.7638 -2.1556